A molecular structure, C31H45BrHfN2P2. Source: the OMol25 dataset; level of theory: the ωB97M-V functional and the def2-TZVPD basis.

Output
Lowest unoccupied orbital energy (spin up / spin down) ... -0.5186 / -0.5234 hartree
Energy relative to the best compared isomer or geometry (same formula, charge and spin) ... 0.0 kcal per mole
Total energy ... -125734.8874 eV
Charge ... +4

Structure (XYZ):
```
82
Properties=species:S:1:pos:R:3:mulliken_charge:R:1
C -0.196 5.157 -3.192 -0.26
C -0.325 3.979 -3.977 0.40
C -0.720 4.166 -5.327 -0.32
C -0.785 5.468 -5.854 -0.39
N -0.546 6.554 -5.112 -0.38
C -0.275 6.415 -3.810 -0.41
C -0.139 2.709 -3.365 0.72
C -0.697 1.892 -2.531 -0.78
C -1.506 2.092 -1.261 0.80
C -0.866 2.470 -0.031 0.07
C -1.732 2.488 1.134 -0.75
C -3.034 1.960 1.040 0.03
C -3.700 1.906 -0.211 -0.65
C -2.912 1.926 -1.347 -0.50
Hf 0.000 0.330 -1.307 0.11
P 1.769 -0.720 0.388 1.72
H -0.973 3.302 -5.938 0.45
H -0.014 5.064 -2.122 0.32
H -1.014 5.624 -6.914 0.40
H -0.085 7.320 -3.223 0.39
H -3.342 1.822 -2.348 0.70
H -0.006 3.179 -0.061 0.48
H -4.779 1.753 -0.276 0.52
H -1.371 2.974 2.059 0.72
C 1.820 -2.304 1.359 -1.00
C 2.752 -3.432 0.891 -1.42
H 0.786 -2.666 1.475 0.67
H 2.126 -1.993 2.370 0.54
H 2.712 -4.244 1.637 0.41
H 2.469 -3.877 -0.074 0.33
H 3.803 -3.113 0.825 0.41
C 2.605 -0.968 -1.255 -1.16
C 3.206 0.333 -1.796 -1.24
H 1.927 -1.430 -2.003 0.27
H 3.351 -1.741 -1.029 0.84
H 3.345 0.225 -2.879 0.38
H 2.590 1.243 -1.635 0.35
H 4.190 0.509 -1.343 0.31
C 3.095 0.145 1.349 0.40
C 4.450 -0.531 1.330 -1.55
H 2.731 0.158 2.385 -0.94
H 3.132 1.173 0.959 0.52
H 5.163 0.151 1.796 0.45
H 4.475 -1.448 1.929 0.34
H 4.829 -0.756 0.329 0.41
Br -3.710 0.748 2.277 0.05
P -1.133 -1.728 -0.953 0.94
C -0.082 -3.235 -1.272 0.20
C -0.610 -4.632 -1.606 -1.40
H 0.487 -3.306 -0.328 -0.46
H 0.640 -2.914 -2.034 0.23
H 0.262 -5.278 -1.812 0.45
H -1.152 -5.085 -0.765 0.35
H -1.240 -4.628 -2.502 0.31
C -2.122 -2.332 0.445 -0.30
C -3.518 -2.945 0.338 -1.41
H -2.156 -1.490 1.143 0.26
H -1.472 -3.083 0.902 0.46
H -3.975 -2.957 1.345 0.44
H -4.194 -2.381 -0.312 0.33
H -3.485 -3.985 -0.017 0.35
C -2.065 -1.049 -2.345 -0.02
C -2.532 -1.975 -3.524 -1.48
H -1.356 -0.298 -2.851 0.12
H -2.911 -0.461 -1.962 0.41
H -2.885 -1.308 -4.333 0.44
H -1.683 -2.560 -3.906 0.38
H -3.346 -2.658 -3.228 0.38
N 0.475 0.943 3.123 -0.16
C 0.479 0.638 4.454 0.75
C 1.638 0.094 5.085 -0.25
C 1.537 -0.453 6.368 -0.69
C 0.343 -0.322 7.087 -0.50
C -0.785 0.260 6.497 -0.62
C -0.712 0.777 5.207 -0.36
H 1.330 1.230 2.651 0.35
H -0.385 1.038 2.595 -0.30
H 2.585 0.077 4.523 0.40
H 2.409 -0.946 6.817 0.39
H 0.283 -0.702 8.098 0.42
H -1.718 0.360 7.045 0.41
H -1.549 1.283 4.716 0.43
```

A molecular structure, C31H45HfN5O2SSi4. Source: the OMol25 dataset; level of theory: the ωB97M-V functional and the def2-TZVPD basis.

Output
Lowest unoccupied orbital energy ... -0.2639 hartree
Total energy ... -88066.2968 eV
Charge ... +2

Structure (XYZ):
```
89
Properties=species:S:1:pos:R:3:mulliken_charge:R:1
Hf 0.101 -0.221 -0.370 -1.07
O -0.910 0.084 6.407 -0.64
C -1.721 0.788 5.778 0.20
O -2.435 1.746 6.060 -0.68
C -1.653 0.456 4.269 -0.51
C -1.264 -0.798 3.810 -0.98
C -0.959 -0.967 2.479 1.20
N -0.837 0.091 1.641 0.62
C -1.175 1.315 2.108 1.17
C -1.701 1.510 3.361 -1.25
C -0.831 2.410 1.195 0.10
C -0.895 3.743 1.562 -0.62
C -0.471 4.708 0.664 -1.21
C 0.023 4.305 -0.565 -0.71
C 0.048 2.958 -0.865 -0.56
N -0.370 2.009 -0.007 1.65
C -0.592 -2.271 1.906 -0.02
C -0.924 -3.458 2.535 -0.61
C -0.458 -4.654 2.016 -0.74
C 0.327 -4.628 0.875 -1.04
C 0.573 -3.416 0.268 -0.12
N 0.121 -2.244 0.753 0.06
H -1.137 -1.586 4.541 0.49
H -2.096 2.456 3.709 0.81
H -1.267 4.018 2.539 0.57
H -0.525 5.757 0.924 0.51
H 0.371 5.018 -1.299 0.60
H 0.407 2.611 -1.816 -0.50
H -1.541 -3.441 3.422 0.61
H -0.703 -5.591 2.499 0.48
H 0.735 -5.532 0.447 0.54
H 1.157 -3.368 -0.635 0.39
C 2.951 3.801 3.989 -1.44
C 2.626 2.386 3.658 0.88
C 2.346 1.399 4.566 -1.09
C 2.109 0.097 4.105 0.90
N 2.044 -0.171 2.785 -0.07
C 2.313 0.782 1.931 0.03
S 2.393 0.491 0.186 -0.55
N 2.619 2.034 2.344 0.19
C 1.984 -1.042 5.044 -1.32
H 2.849 3.975 5.056 0.41
H 2.288 4.483 3.454 0.35
H 3.978 4.031 3.698 0.36
H 2.345 1.615 5.625 0.52
H 2.867 2.721 1.641 0.33
H 1.493 -0.758 5.975 0.41
H 2.999 -1.385 5.273 0.41
H 1.442 -1.865 4.590 0.22
C -2.382 2.910 -2.813 -1.07
Si -2.058 1.093 -3.124 0.27
C -2.908 0.145 -1.711 -1.19
C -2.769 0.636 -4.781 -1.13
Si 0.188 0.390 -2.948 0.80
Si 2.006 1.487 -4.014 1.01
C 1.611 1.458 -5.834 -1.15
C 2.168 3.262 -3.434 -1.08
C 3.607 0.584 -3.685 -1.11
Si 0.287 -1.909 -3.357 0.62
C 0.109 -2.435 -5.128 -1.17
C 1.979 -2.433 -2.694 -1.21
C -1.070 -2.769 -2.340 -1.15
H -3.418 3.110 -3.100 0.51
H -1.749 3.565 -3.415 0.34
H -2.280 3.193 -1.766 0.27
H -3.923 0.510 -1.534 0.59
H -2.397 0.284 -0.734 0.48
H -2.982 -0.924 -1.905 0.30
H -3.843 0.840 -4.810 0.44
H -2.621 -0.418 -5.024 0.29
H -2.297 1.229 -5.567 0.31
H 0.692 2.003 -6.058 0.31
H 1.498 0.437 -6.203 0.27
H 2.421 1.927 -6.402 0.42
H 1.254 3.840 -3.586 0.29
H 2.954 3.737 -4.026 0.53
H 2.466 3.329 -2.385 0.27
H 3.663 -0.341 -4.259 0.30
H 3.773 0.346 -2.633 0.29
H 4.438 1.215 -4.013 0.43
H 0.920 -2.032 -5.736 0.35
H -0.832 -2.076 -5.546 0.31
H 0.126 -3.524 -5.218 0.37
H 2.755 -2.135 -3.400 0.34
H 2.062 -3.518 -2.575 0.60
H 2.277 -1.971 -1.742 0.28
H -2.017 -2.705 -2.879 0.48
H -1.297 -2.388 -1.335 0.43
H -0.839 -3.829 -2.206 0.46
```

5 unconnected molecules or ions with the total composition C31H45N3O10P. Source: the OMol25 dataset; level of theory: the ωB97M-V functional and the def2-TZVPD basis.

Output
Lowest unoccupied orbital energy ... -0.1685 hartree
Total energy ... -67087.3347 eV
Charge ... +1

Structure (XYZ):
```
90
Properties=species:S:1:pos:R:3:mulliken_charge:R:1
C 1.657 -3.626 4.819 -0.95
C 1.758 -3.409 3.184 0.17
O 1.948 -1.975 2.797 -0.32
C 0.663 -1.300 3.038 -0.08
C 0.590 0.236 2.381 -0.21
O -0.780 0.770 2.334 -0.39
C -1.290 1.125 3.668 -0.26
C -2.947 0.898 3.680 0.38
N -3.510 -0.279 2.880 0.15
C -4.977 -0.637 2.793 0.46
C -5.575 -1.953 1.944 0.27
C -4.481 -2.671 0.980 -0.17
C -5.031 -4.020 0.156 -0.23
C -6.622 -4.330 0.526 -0.27
C -7.569 -3.443 1.508 -0.21
N -7.009 -2.250 2.208 -0.29
C -6.056 0.348 3.608 -0.49
C -5.550 1.647 4.510 -0.40
C -3.916 1.897 4.546 0.00
P -3.299 3.375 5.632 0.19
N -3.397 2.885 7.205 -0.65
H 2.192 -2.712 5.368 0.23
H 2.098 -4.666 5.135 0.34
H 0.504 -3.505 5.098 0.25
H 2.731 -4.007 2.844 0.32
H 0.797 -3.821 2.624 -0.06
H -0.280 -1.869 2.642 0.16
H 0.596 -1.117 4.216 0.10
H 1.378 0.928 2.899 0.16
H 0.953 0.115 1.252 0.16
H -0.884 0.466 4.547 0.31
H -1.004 2.249 3.948 0.13
H -2.810 -0.869 2.377 0.16
H -3.358 -2.315 0.842 0.13
H -4.367 -4.674 -0.551 0.30
H -7.119 -5.280 0.014 0.26
H -8.687 -3.789 1.674 0.33
H -7.216 0.094 3.527 0.32
H -6.318 2.323 5.105 0.30
H -4.099 4.586 5.433 0.15
H -1.890 3.679 5.410 0.10
H -4.047 3.534 7.733 0.23
O 2.745 3.437 -0.477 -0.65
C 3.383 2.650 0.202 0.45
O 2.888 1.997 1.295 -0.32
C 3.936 1.246 1.906 -0.09
C 4.962 1.040 0.823 -0.72
C 4.824 2.293 -0.005 -0.28
H 4.331 1.821 2.750 0.23
H 3.540 0.296 2.279 0.14
H 5.971 0.881 1.211 0.37
H 4.691 0.167 0.216 0.28
H 5.451 3.103 0.376 0.30
H 5.035 2.102 -1.060 0.25
O 3.230 1.488 -2.576 -0.57
C 2.383 1.947 -3.324 0.47
O 2.143 1.489 -4.588 -0.40
C 1.166 2.323 -5.210 0.21
C 0.426 2.983 -4.077 -0.72
C 1.491 3.112 -3.017 -0.26
H 1.682 3.049 -5.848 -0.21
H 0.503 1.714 -5.831 0.37
H -0.030 3.937 -4.357 0.37
H -0.370 2.320 -3.718 0.30
H 2.063 4.038 -3.125 0.27
H 1.069 3.032 -2.013 0.27
O -2.078 -4.189 -0.015 -0.56
C -1.276 -5.108 -0.007 0.33
O -0.359 -5.320 0.982 -0.26
C 0.483 -6.412 0.613 -0.43
C -0.308 -7.200 -0.397 -0.60
C -1.118 -6.133 -1.089 -0.32
H 1.411 -6.011 0.193 0.29
H 0.723 -7.008 1.499 0.34
H 0.320 -7.782 -1.077 0.33
H -0.981 -7.895 0.119 0.27
H -0.573 -5.688 -1.926 0.30
H -2.088 -6.514 -1.416 0.27
O 1.093 4.803 -7.958 -0.59
C 2.306 4.873 -7.848 0.47
O 3.001 4.495 -6.735 -0.38
C 4.380 4.817 -6.912 -0.43
C 4.578 4.914 -8.402 -0.54
C 3.242 5.426 -8.880 -0.36
H 4.586 5.764 -6.403 0.26
H 5.001 4.033 -6.468 0.33
H 5.418 5.554 -8.684 0.34
H 4.758 3.915 -8.818 0.27
H 3.194 6.518 -8.859 0.26
H 3.000 5.046 -9.875 0.27
```

5 unconnected molecules or ions with the total composition C31H45NO10S. Source: the OMol25 dataset; level of theory: the ωB97M-V functional and the def2-TZVPD basis.

Output
Lowest unoccupied orbital energy ... 0.0145 hartree
Energy relative to the best compared isomer or geometry (same formula, charge and spin) ... 8.4 kcal per mole
Total energy ... -65677.4215 eV
Structure (SMILES) ... O=COCCc1cccc2c1Sc1ccccc1N2.CCOC(C)=O.CCOC(C)=O.CCOC(C)=O.CCOC(C)=O

Structure (XYZ):
```
88
Properties=species:S:1:pos:R:3:mulliken_charge:R:1
O -0.523 -5.999 -1.193 -0.51
C 0.390 -5.203 -1.289 0.26
O 0.194 -3.876 -1.169 -0.20
C 1.404 -3.106 -1.054 -0.14
C 1.310 -1.865 -1.995 -0.77
C 1.017 -0.649 -1.123 -0.28
C 2.049 -0.060 -0.407 -0.47
C 1.769 1.015 0.399 -1.33
C 0.495 1.519 0.518 -0.11
C -0.548 0.947 -0.180 0.56
C -0.258 -0.133 -0.996 0.34
S -1.663 -0.838 -1.860 -0.39
C -2.890 -0.713 -0.564 0.87
C -3.814 -1.702 -0.347 -0.60
C -4.731 -1.580 0.681 -0.65
C -4.667 -0.445 1.455 -0.69
C -3.747 0.549 1.235 -0.72
C -2.827 0.429 0.210 0.31
N -1.865 1.450 -0.027 -0.20
H 1.405 -5.589 -1.522 0.28
H 1.470 -2.732 -0.025 0.22
H 2.312 -3.696 -1.234 0.13
H 0.477 -2.005 -2.687 0.58
H 2.256 -1.737 -2.527 0.19
H 3.045 -0.479 -0.515 0.64
H 2.608 1.456 0.930 0.55
H 0.341 2.361 1.190 0.23
H -3.790 -2.573 -0.998 0.44
H -5.431 -2.393 0.844 0.44
H -5.368 -0.358 2.282 0.35
H -3.742 1.421 1.887 0.41
H -1.886 2.035 0.806 0.20
O 4.646 0.127 1.371 -0.55
C 4.522 0.262 2.557 0.79
O 5.262 1.187 3.196 -0.37
C 5.061 1.556 4.563 -0.39
C 5.795 0.625 5.506 -0.98
C 3.616 -0.642 3.356 -0.96
H 3.997 1.629 4.794 0.35
H 5.468 2.562 4.659 0.32
H 5.426 -0.398 5.427 0.28
H 5.678 0.955 6.538 0.36
H 6.857 0.601 5.261 0.30
H 4.149 -1.564 3.586 0.31
H 2.745 -0.874 2.746 0.20
H 3.244 -0.198 4.277 0.35
O -8.681 -0.061 0.513 -0.55
C -8.772 -0.600 -0.555 0.76
O -7.774 -0.483 -1.449 -0.36
C -7.692 -1.230 -2.664 -0.37
C -8.479 -0.569 -3.778 -1.02
C -10.029 -1.341 -0.951 -0.98
H -7.989 -2.268 -2.504 0.36
H -6.635 -1.246 -2.928 0.33
H -9.543 -0.518 -3.543 0.28
H -8.357 -1.120 -4.711 0.36
H -8.134 0.455 -3.926 0.31
H -10.759 -0.625 -1.327 0.26
H -10.429 -1.829 -0.065 0.31
H -9.869 -2.121 -1.692 0.33
O -1.099 4.015 2.366 -0.56
C -0.727 5.124 2.088 0.88
O -1.025 5.631 0.883 -0.39
C -0.797 6.994 0.512 -0.43
C 0.617 7.203 0.012 -0.98
C 0.142 5.919 3.031 -1.15
H -1.056 7.669 1.329 0.38
H -1.500 7.200 -0.293 0.34
H 1.354 6.989 0.788 0.27
H 0.757 8.232 -0.321 0.37
H 0.826 6.532 -0.821 0.30
H 1.180 5.612 2.900 0.26
H -0.170 5.698 4.050 0.35
H 0.064 6.996 2.906 0.34
O 3.817 -2.788 -4.419 -0.56
C 4.635 -3.153 -3.619 0.95
O 5.341 -2.245 -2.922 -0.36
C 6.195 -2.571 -1.821 -0.28
C 7.579 -2.970 -2.290 -1.18
C 4.946 -4.622 -3.446 -1.24
H 5.736 -3.329 -1.183 0.33
H 6.261 -1.664 -1.222 0.38
H 7.551 -3.868 -2.908 0.28
H 8.232 -3.159 -1.437 0.39
H 8.014 -2.177 -2.898 0.32
H 5.655 -4.928 -4.214 0.32
H 4.021 -5.182 -3.570 0.32
H 5.338 -4.880 -2.465 0.39
```

A molecular structure, C31H45O3V. Source: the OMol25 dataset; level of theory: the ωB97M-V functional and the def2-TZVPD basis.

Output
<S²> ... 2.27
2S+1 ... 3
Lowest unoccupied orbital energy (spin up / spin down) ... -0.0607 / -0.0037 hartree
Energy relative to the best compared isomer or geometry (same formula, charge and spin) ... 0.0 kcal per mole
Total energy ... -64702.6132 eV

Structure (XYZ):
```
80
Properties=species:S:1:pos:R:3:mulliken_charge:R:1
O 3.703 -1.448 0.640 -0.54
C 2.971 -2.454 -0.173 0.33
C 3.358 -3.551 0.863 -0.70
H 3.357 -2.609 -1.194 0.04
H 1.923 -2.133 -0.291 -0.28
C 3.738 -2.323 1.776 1.44
H 4.267 -4.155 0.662 0.29
H 2.514 -4.137 1.218 0.31
C 5.122 -2.172 2.398 -1.67
H 5.951 -2.221 1.691 0.32
H 5.295 -2.907 3.178 0.38
H 5.120 -1.191 2.877 0.35
C 2.604 -2.032 2.746 -1.02
H 1.653 -1.963 2.187 -0.22
H 2.835 -1.054 3.198 0.31
H 2.562 -2.814 3.531 0.41
V -1.123 -0.211 1.142 0.97
C -2.453 -1.603 2.006 -0.66
C -2.891 -1.338 0.676 -0.01
C -1.817 -1.658 -0.215 -0.17
H -3.894 -1.058 0.378 0.43
C -0.701 -2.113 0.562 -0.77
C -1.105 -2.086 1.950 -0.79
H -0.496 -2.417 2.786 0.54
H -3.070 -1.550 2.896 0.50
H -1.848 -1.640 -1.298 0.63
H 0.244 -2.463 0.160 0.63
C -1.291 1.744 2.443 0.38
C -0.764 0.902 3.473 -1.29
C 0.562 0.549 3.115 0.04
H -1.303 0.616 4.382 0.39
C 0.851 1.096 1.825 -0.96
C -0.258 1.918 1.437 -0.60
H -0.315 2.569 0.572 0.52
H -2.240 2.274 2.499 0.08
H 1.287 0.066 3.771 0.57
H 1.775 0.967 1.272 0.53
O 5.084 -1.294 -1.347 -0.25
C 6.338 -1.988 -1.026 -0.13
C 7.203 -2.155 -2.293 -0.63
H 6.144 -2.983 -0.573 0.11
H 6.874 -1.393 -0.270 0.27
C 6.267 -1.748 -3.439 -0.55
H 7.624 -3.167 -2.365 0.30
H 8.056 -1.479 -2.189 0.22
C 5.028 -1.134 -2.759 -0.43
H 5.996 -2.638 -4.016 0.25
H 6.783 -1.060 -4.119 0.31
H 4.118 -1.647 -3.098 0.22
H 4.932 -0.076 -3.034 0.34
C -4.139 -1.114 -2.762 -1.53
C -3.354 0.185 -2.584 1.50
C -2.906 0.755 -3.922 -1.69
C -4.106 1.208 -1.743 0.56
C -5.470 1.408 -1.860 -0.37
C -6.104 2.413 -1.119 -1.22
C -5.364 3.234 -0.261 -0.25
C -4.001 3.065 -0.088 0.80
C -3.201 3.991 0.834 1.06
C -2.879 5.333 0.199 -1.63
C -3.901 4.176 2.197 -1.60
C -3.329 2.038 -0.851 0.21
O -2.074 1.811 -0.722 -0.98
H -5.017 -0.953 -3.400 0.46
H -4.476 -1.510 -1.796 0.30
H -3.499 -1.871 -3.235 0.42
H -2.435 -0.041 -2.033 -0.60
H -3.774 1.004 -4.542 0.34
H -2.312 1.661 -3.763 0.37
H -2.286 0.022 -4.448 0.41
H -6.045 0.776 -2.546 0.24
H -7.182 2.560 -1.225 0.34
H -5.860 4.039 0.293 0.27
H -2.245 3.495 1.016 -0.47
H -3.789 5.916 0.048 0.36
H -2.197 5.900 0.836 0.40
H -2.394 5.180 -0.766 0.36
H -4.249 3.216 2.614 0.40
H -3.210 4.629 2.928 0.35
H -4.773 4.840 2.090 0.44
```